Model P:
Below is a gas-phase ion, C3H6NO2 (charge +1), with properties calculated with ωB97M-V/def2-TZVPD.

Values from the calculation:
E_HOMO	-14.800	eV
charge	+1
orbital gap	11.0795	eV

Positions of all 12 atoms, in Å:
O1 -1.558 0.094 -0.813
C1 -0.874 0.265 0.336
N1 0.454 0.786 -0.279
C2 1.245 -0.501 -0.182
C3 0.644 -1.316 0.640
O2 -0.551 -0.884 0.978
H1 -2.240 0.783 -0.923
H2 -1.367 1.049 0.998
H3 0.773 1.638 0.127
H4 0.363 0.874 -1.343
H5 2.211 -0.502 -0.548
H6 0.900 -2.287 1.009

These are the Mulliken partial charges, in e, on atoms 1 to 4: O -0.546; C 0.218; N -0.182; C -0.460



Model Q:
Below is a gas-phase ion, C3H6NO2 (charge +1), with properties calculated with ωB97M-V/def2-TZVPD.

Values from the calculation:
E_HOMO	-15.720	eV
charge	+1
orbital gap	9.6590	eV

Positions of all 12 atoms, in Å:
C1 -1.994 -0.315 -0.041
O1 -0.805 -0.869 0.347
N1 0.376 0.011 -0.340
C2 1.637 -0.106 -0.035
O2 2.634 -0.876 0.102
C3 1.039 1.241 0.110
H1 -2.688 -1.011 0.430
H2 -2.367 -0.490 -1.025
H3 -2.095 0.662 0.299
H4 2.383 -1.894 -0.036
H5 0.871 1.784 0.971
H6 1.010 1.862 -0.781

These are the Mulliken partial charges, in e, on atoms 1 to 4: C -0.522; O -0.173; N -0.060; C 0.577



Model R:
Below is 2 unconnected molecules or ions with the total composition C3H6NO2, with properties calculated with ωB97M-V/def2-TZVPD.

Values from the calculation:
E_HOMO	-17.239	eV
charge	+1
orbital gap	13.3425	eV

Positions of all 12 atoms, in Å:
C1 -2.604 -0.124 0.165
C2 1.084 -0.051 -1.461
C3 0.621 -0.037 0.817
N1 -1.526 0.204 0.358
O1 0.621 -0.635 1.948
O2 0.932 -0.758 -0.171
H1 -3.603 -0.016 -0.039
H2 2.078 0.258 -1.515
H3 0.495 0.829 -1.388
H4 0.829 -0.638 -2.225
H5 0.694 1.004 0.803
H6 0.379 -0.036 2.708

These are the Mulliken partial charges, in e, on atoms 1 to 4: C -0.093; C -0.681; C 0.377; N -0.259



Taking the most stable structure as the zero point, the relative energies in kcal/mol are model P 0.0; model Q 96.5; model R 8.6.



Model P:
Below is C2H4FP in the gas phase, with properties calculated with ωB97M-V/def2-TZVPD.

Values from the calculation:
E_HOMO (spin up / spin down)	-8.236 / -8.790	eV
charge	0
orbital gap (spin up / spin down)	7.8615 / 8.8729	eV

Positions of all 8 atoms, in Å:
C1 -1.205 -0.395 -0.025
P1 -0.243 1.174 -0.131
C2 1.213 0.230 0.466
F1 2.162 -0.391 -0.304
H1 -1.238 -1.204 -0.691
H2 -1.889 -0.448 0.768
H3 0.117 1.244 -1.593
H4 1.084 -0.211 1.509

These are the Mulliken partial charges, in e, on atoms 1 to 4: C -0.754; P -0.034; C -0.102; F -0.214



Model Q:
Below is C2H4FP in the gas phase, with properties calculated with ωB97M-V/def2-TZVPD.

Values from the calculation:
E_HOMO (spin up / spin down)	-8.491 / -8.636	eV
charge	0
orbital gap (spin up / spin down)	8.2266 / 8.1742	eV

Positions of all 8 atoms, in Å:
C1 0.652 -0.504 0.796
C2 0.131 0.372 -0.298
P1 -1.529 -0.211 -1.165
F1 -1.971 1.113 -2.060
H1 0.942 0.070 1.572
H2 0.019 -1.198 1.152
H3 1.536 -1.043 0.369
H4 0.220 1.402 -0.366

These are the Mulliken partial charges, in e, on atoms 1 to 4: C -0.984; C -0.350; P 0.247; F -0.287



Taking the most stable structure as the zero point, the relative energies in kcal/mol are model P 54.0; model Q 0.0.